{
  "formula": "C22H25CaN3O3",
  "method": "wB97M-V/def2-TZVPD",
  "gap_ha": [0.1628, 0.1512],
  "charge": 2,
  "symbols": ["C", "C", "H", "H", "C", "C", "H", "H", "C", "H", "H", "H", "C", "H", "H", "H", "Ca", "O", "C", "O", "C", "O", "N", "C", "C", "H", "H", "H", "H", "C", "C", "H", "H", "H", "C", "C", "C", "C", "N", "C", "C", "C", "C", "C", "C", "N", "H", "H", "H", "H", "H", "H", "H", "H"],
  "xyz": [[-3.0285, -1.0891, -4.6657], [-1.7997, -1.8023, -4.8768], [-2.8844, 0.0723, -4.6110], [-3.6083, -1.2950, -3.6943], [-0.4671, -2.3334, -4.5668], [0.6718, -2.2397, -3.7122], [0.5243, -1.3004, -3.1319], [0.3511, -2.8524, -2.8249], [-2.4036, -2.1555, -6.2488], [-3.4020, -1.6333, -6.3864], [-2.5924, -3.2322, -6.3074], [-1.7386, -1.8092, -7.0459], [-0.0581, -3.3725, -5.5850], [0.1401, -2.8847, -6.5536], [-0.7823, -4.1903, -5.7097], [0.9091, -3.7902, -5.2152], [1.3193, 1.4085, 1.1421], [-0.0763, 0.3108, -0.1607], [-0.8931, -0.6558, -0.0508], [1.1724, -0.6837, 2.0444], [0.5327, -1.6850, 1.6852], [0.5994, -2.8309, 2.3562], [-0.3448, -1.7937, 0.5683], [-0.3501, -3.7898, 1.7305], [-0.7956, -3.1687, 0.4314], [-1.2061, -3.8894, 2.4127], [0.1859, -4.7406, 1.6239], [-1.8744, -3.2034, 0.2841], [-0.3005, -3.6636, -0.4208], [-2.2586, -0.5279, -0.6892], [-2.0527, 0.6900, -1.4135], [-2.1678, -1.4722, -1.3042], [-1.2937, 0.5607, -2.3468], [-2.9155, 0.9472, -2.1701], [5.0924, 2.6155, 3.2393], [4.6540, 3.3144, 4.3776], [3.2786, 3.5739, 4.5293], [2.3716, 3.0948, 3.5840], [2.8418, 2.4374, 2.4856], [4.1616, 2.2131, 2.3067], [0.8826, 3.2578, 3.7115], [0.2918, 3.9399, 4.7744], [-1.0934, 4.0231, 4.8867], [-1.8859, 3.4448, 3.8753], [-1.2485, 2.8086, 2.8152], [0.0947, 2.6976, 2.7351], [6.1541, 2.3905, 3.0770], [5.3497, 3.6519, 5.1273], [2.8974, 4.1472, 5.3746], [4.4463, 1.6936, 1.3695], [0.9527, 4.4135, 5.5162], [-1.5500, 4.5239, 5.7333], [-2.9762, 3.4889, 3.9089], [-1.8273, 2.3652, 1.9853]]
}

{
  "formula": "CH12NO5",
  "method": "wB97M-V/def2-TZVPD",
  "gap_ha": 0.3143,
  "charge": -1,
  "symbols": ["N", "C", "O", "H", "H", "H", "H", "H", "H", "O", "H", "H", "O", "H", "H", "O", "H", "H", "O"],
  "xyz": [[-1.9975, -1.2444, 0.7393], [-0.6631, -1.9732, 0.7428], [0.0453, -1.8960, -0.4253], [-2.3654, -1.3385, -0.2051], [-2.1665, -0.4837, 1.3188], [-0.1170, -1.5207, 1.6328], [-0.7616, -3.0877, 0.9541], [2.0089, -1.1281, 0.0808], [1.2626, -1.2050, 1.2844], [2.1428, -1.0637, 1.0321], [1.0226, 2.4361, 1.3469], [0.1922, 3.0877, 0.3853], [0.1287, 3.0549, 1.3554], [0.1627, -0.7976, -0.8751], [1.1629, -0.0336, -2.1433], [0.7645, 0.2088, -1.3254], [-0.0473, 2.6958, -2.0906], [-0.5353, 1.3842, -1.7767], [-0.8134, 2.2638, -1.8298]]
}

{
  "formula": "C20H24ClN3O3S",
  "method": "wB97M-V/def2-TZVPD",
  "gap_ha": 0.3319,
  "symbols": ["C", "O", "C", "C", "C", "S", "C", "C", "O", "N", "C", "C", "C", "C", "N", "C", "O", "C", "C", "C", "C", "Cl", "C", "N", "C", "C", "C", "C", "H", "H", "H", "H", "H", "H", "H", "H", "H", "H", "H", "H", "H", "H", "H", "H", "H", "H", "H", "H", "H", "H", "H", "H"],
  "xyz": [[-3.0972, 5.5178, 1.8816], [-2.3746, 4.3363, 1.6225], [-3.2238, 3.2773, 1.2335], [-2.3916, 2.0805, 0.9016], [-2.4818, 0.8763, 1.5332], [-1.3873, -0.2735, 0.8971], [-0.7919, 0.8566, -0.2502], [0.3604, 0.5384, -1.1430], [1.4152, 1.1169, -0.9585], [0.2422, -0.4860, -2.0608], [1.5089, -0.8475, -2.7092], [1.7847, 0.0739, -3.8919], [0.6106, 0.0405, -4.8624], [-0.7278, 0.2746, -4.1567], [-1.8264, 0.1490, -5.0994], [-2.2298, 1.1983, -5.8594], [-1.7200, 2.3020, -5.7694], [-3.3711, 0.9266, -6.7991], [-3.6565, -0.3416, -7.2999], [-4.7258, -0.5002, -8.1659], [-5.4995, 0.5888, -8.5206], [-6.8363, 0.3652, -9.6126], [-5.2284, 1.8741, -8.0387], [-6.0184, 2.9507, -8.3649], [-4.1409, 2.0135, -7.1748], [-0.9028, -0.6926, -2.9733], [-2.2936, -0.6397, -2.3593], [-1.3957, 2.0689, -0.1166], [-2.3793, 6.2825, 2.1675], [-3.6443, 5.8522, 0.9923], [-3.8141, 5.3751, 2.6985], [-3.9301, 3.0352, 2.0380], [-3.8140, 3.5832, 0.3580], [-3.1274, 0.6161, 2.3575], [2.3001, -0.7856, -1.9677], [1.4164, -1.8850, -3.0421], [1.9387, 1.0860, -3.5133], [2.7028, -0.2295, -4.3987], [0.7260, 0.7854, -5.6510], [0.5577, -0.9417, -5.3468], [-0.7604, 1.2949, -3.7637], [-2.3472, -0.7089, -5.1454], [-3.0367, -1.1959, -7.0632], [-4.9624, -1.4695, -8.5828], [-5.6236, 3.8624, -8.2199], [-6.6121, 2.8599, -9.1704], [-3.8809, 2.9896, -6.7843], [-0.7600, -1.7111, -3.3551], [-3.0214, -0.9918, -3.0906], [-2.3578, -1.2958, -1.4952], [-2.5846, 0.3652, -2.0599], [-1.1347, 2.9291, -0.7170]]
}

{
  "formula": "C17H40HgN5O3SiTe",
  "method": "wB97M-V/def2-TZVPD",
  "gap_ha": [0.2556, 0.2213],
  "spin_multiplicity": 2,
  "s_squared": 0.760,
  "symbols": ["Hg", "C", "O", "C", "C", "O", "C", "C", "O", "C", "H", "H", "H", "H", "H", "H", "H", "H", "H", "H", "H", "H", "H", "H", "C", "N", "C", "C", "N", "N", "C", "N", "N", "H", "H", "H", "H", "H", "H", "H", "H", "H", "H", "H", "C", "Si", "C", "C", "C", "C", "H", "H", "H", "H", "H", "H", "H", "H", "H", "C", "Te", "C", "H", "H", "H", "H", "H", "H"],
  "xyz": [[0.0206, 1.0387, 0.2963], [-3.5343, 2.0622, -1.0078], [-3.1926, 1.3020, 0.1234], [-3.7832, 0.0290, 0.2099], [-3.2235, -1.0220, -0.7709], [-1.9991, -1.5921, -0.3762], [-2.0719, -2.5861, 0.6239], [-1.0020, -2.3583, 1.6853], [-1.3824, -1.2514, 2.4682], [-0.4981, -0.9991, 3.5263], [-4.6218, 2.2011, -1.0811], [-3.0596, 3.0304, -0.8574], [-3.1613, 1.6206, -1.9405], [-3.5802, -0.2875, 1.2356], [-4.8708, 0.1125, 0.0543], [-3.9816, -1.8070, -0.9275], [-3.0080, -0.5461, -1.7318], [-3.0556, -2.5735, 1.1077], [-1.9021, -3.5689, 0.1618], [-0.9165, -3.2591, 2.3147], [-0.0363, -2.1781, 1.1917], [0.5318, -0.8891, 3.1672], [-0.8226, -0.0643, 3.9767], [-0.5326, -1.8070, 4.2699], [5.3840, -0.9836, -0.8971], [5.3515, 0.4604, -0.8324], [6.6408, 1.0657, -0.5940], [4.1473, 1.0795, -0.5381], [3.0686, 0.4856, -0.2303], [4.1814, 2.4532, -0.7458], [3.2013, 3.3868, -0.4641], [3.3912, 4.5608, -1.1918], [2.2622, 3.1946, 0.3586], [6.1998, -1.2818, -1.5575], [4.4519, -1.3534, -1.3230], [5.5337, -1.4467, 0.0867], [7.3273, 0.7740, -1.3927], [7.0625, 0.7430, 0.3662], [6.5720, 2.1484, -0.5838], [3.1802, -0.4936, 0.0035], [4.8360, 2.7568, -1.4523], [4.3179, 4.8259, -1.4900], [2.8048, 5.3362, -0.9212], [1.6611, 4.0041, 0.4786], [1.6475, -4.9571, 1.5562], [1.8411, -4.9460, -0.3454], [0.6394, -6.2332, -1.0863], [3.6128, -5.4616, -0.8369], [1.5336, -3.2403, -0.9997], [1.3637, -2.1173, -1.4316], [2.0438, -5.8709, 1.9894], [0.5991, -4.8882, 1.8290], [2.1623, -4.1246, 2.0265], [0.7492, -7.1973, -0.5955], [0.8161, -6.3869, -2.1467], [-0.3942, -5.9218, -0.9727], [3.8672, -6.4416, -0.4445], [4.3494, -4.7553, -0.4681], [3.7122, -5.5073, -1.9172], [-0.2335, -1.1347, -3.6678], [1.3262, -0.1778, -2.5252], [0.5548, 1.7976, -3.4482], [0.1741, -1.7003, -4.4979], [-0.9014, -0.3771, -4.0556], [-0.7803, -1.8085, -3.0231], [-0.4358, 2.0653, -3.0909], [0.5387, 1.6723, -4.5294], [1.2488, 2.5925, -3.1952]]
}

{
  "formula": "C6H22N8O6Zn",
  "method": "wB97M-V/def2-TZVPD",
  "gap_ha": 0.3980,
  "charge": 2,
  "symbols": ["Zn", "C", "O", "N", "N", "H", "H", "H", "H", "C", "O", "N", "N", "H", "H", "H", "H", "C", "O", "N", "N", "H", "H", "H", "H", "C", "O", "N", "N", "H", "H", "H", "H", "C", "C", "O", "O", "H", "H", "H", "H", "H", "H"],
  "xyz": [[5.9509, -27.1416, -22.0514], [4.6374, -30.1790, -22.4220], [5.1663, -29.1817, -21.9081], [5.0796, -31.4409, -22.2761], [3.5588, -30.0593, -23.2609], [4.6012, -32.2585, -22.6027], [5.9265, -31.5836, -21.7525], [3.3830, -30.8080, -23.9065], [2.8714, -29.3370, -23.1649], [7.9639, -28.0240, -19.5493], [7.1577, -27.6630, -20.4249], [8.3599, -27.2061, -18.5603], [8.4266, -29.3011, -19.4971], [8.2800, -26.2098, -18.6537], [8.8693, -27.5527, -17.7670], [9.2719, -29.5883, -19.0422], [7.9674, -29.8958, -20.1651], [7.7983, -24.5326, -22.3924], [6.9821, -25.4133, -22.0712], [7.4829, -23.2342, -22.5255], [9.1012, -24.8495, -22.5805], [8.1905, -22.5297, -22.5992], [6.4924, -23.0828, -22.4339], [9.4523, -25.7744, -22.4129], [9.7824, -24.2460, -23.0090], [3.9755, -25.0992, -20.7034], [4.4264, -26.2173, -21.0415], [3.4148, -24.9277, -19.4909], [4.0054, -24.0394, -21.5312], [3.0372, -24.0210, -19.2720], [3.2983, -25.6320, -18.7877], [4.1457, -24.2299, -22.5055], [3.7250, -23.1143, -21.2584], [5.8774, -27.0804, -24.8925], [6.8710, -28.1940, -24.5062], [7.4434, -27.9951, -23.2158], [5.0634, -26.6732, -23.7678], [5.1542, -27.4696, -25.6193], [6.2536, -26.2074, -25.4388], [7.6173, -28.3902, -25.2749], [6.2132, -29.0704, -24.5603], [8.1776, -28.6069, -23.1050], [4.1788, -26.5325, -24.1133]]
}

{
  "formula": "C7H8BClO2",
  "method": "wB97M-V/def2-TZVPD",
  "gap_ha": 0.3107,
  "symbols": ["C", "C", "C", "C", "B", "O", "C", "O", "C", "C", "Cl", "H", "H", "H", "H", "H", "H", "H", "H"],
  "xyz": [[1.7066, -2.2666, 0.0026], [1.0548, -0.9152, 0.0062], [-0.3598, -0.8480, 0.0231], [-1.1156, 0.2723, 0.0116], [-2.6472, 0.4455, -0.0261], [-3.3838, -0.6773, 0.0211], [-0.0977, 1.7529, 0.0043], [-0.7490, 2.9120, 0.0037], [1.2346, 1.5434, 0.0060], [1.7867, 0.2422, 0.0029], [3.5208, 0.1715, -0.0048], [2.6384, -2.2493, -0.5576], [1.9333, -2.5786, 1.0222], [1.0426, -3.0049, -0.4401], [-0.8912, -1.7922, 0.0449], [-3.1371, 1.5145, -0.1062], [-4.3322, -0.5585, -0.0168], [-0.1227, 3.6505, -0.0041], [1.9185, 2.3858, 0.0071]]
}

In order of appearance, electronic energy = -1920.05051, -476.24335, -2024.92244, -1881.99429, -2910.36016, -907.06700 a.u..
In order of appearance, energy relative to the best compared isomer or geometry (same formula, charge and spin) = 925.4, 166.2, 19.6, 153.4, 55.5, 190.9 kJ/mol.